Below is 7 unconnected molecules or ions with the total composition C32H70N2O10S5 at a distorted geometry, with properties calculated with wB97M-V/def2-TZVPD.

Computed properties:
Electronic energy ... -111946.146 eV
Multiplicity ... 1
Relative energy (zero: lowest compared OMol25 entry of this formula, charge and spin) ... 0.0 kcal per mole
HOMO-LUMO gap ... 0.2884 Eh
LUMO ... 0.25 eV
SMILES ... O=S1(=O)CCCC1.O=S1(=O)CCCC1.O=S1(=O)CCCC1.O=S1(=O)CCCC1.O=S1(=O)CCCC1.CCN(CC)CC.CCN(CC)CC

Structure (XYZ):
```
119
Properties=species:S:1:pos:R:3:forces:R:3:mulliken_charge:R:1
H 4.136 1.292 -4.011 -0.224 -0.461 -0.106 0.137
C -6.902 -5.755 -0.400 -1.120 0.986 -0.782 -0.409
H -3.050 2.986 -2.171 0.111 0.478 -0.138 0.132
H -5.584 -3.986 3.404 0.097 0.412 -0.032 0.413
H 0.078 2.206 -0.839 -0.027 0.225 0.084 0.475
H 5.439 -1.105 -1.364 0.351 -0.314 -0.313 0.024
H -7.382 -6.357 0.373 0.747 -0.164 0.300 0.405
H -4.611 -5.073 2.443 -0.378 -0.223 -0.131 0.319
H -1.555 0.769 -1.394 -0.073 -1.006 -0.256 0.300
H 2.416 4.645 -0.480 0.425 -0.135 0.402 0.226
C -1.225 -0.638 6.557 -0.008 -0.294 0.409 -0.732
C 0.096 -0.256 4.558 1.380 -0.299 1.142 -0.239
H 0.147 5.410 1.315 -0.063 -0.324 0.087 0.447
H -3.806 -3.414 0.169 0.155 0.581 0.286 0.476
C 2.051 5.376 0.241 -0.316 -0.452 -0.440 -0.458
C 2.382 6.777 -0.351 -1.020 -0.359 -1.020 -0.661
H -6.402 -3.261 -1.275 -0.361 -0.345 0.065 0.362
H -0.725 0.075 7.222 0.375 0.265 -0.565 0.327
C -4.845 1.965 -1.561 0.707 0.570 -1.052 0.080
H 6.468 1.508 4.003 -0.304 -0.479 0.317 0.402
H -7.765 -5.132 -0.740 0.118 -0.122 -0.026 0.338
H 7.421 -0.014 -1.490 0.028 -0.114 -0.022 0.390
H -7.262 -7.353 -1.805 0.028 -0.048 0.220 0.405
C -6.298 -4.229 1.372 -0.650 -1.311 0.455 -0.488
C 0.551 5.107 0.351 -0.698 1.405 -0.400 0.331
H -5.571 1.198 -5.039 -0.230 0.036 -0.114 0.436
H -5.521 2.488 -0.897 -0.236 -0.528 0.248 0.482
O 2.389 0.987 -0.571 0.052 -0.199 0.388 -0.724
H -4.139 1.284 -1.092 -0.106 0.206 0.526 -0.424
H -4.419 -3.421 2.106 -0.301 0.376 0.480 0.113
H -1.123 -1.181 0.989 0.138 0.101 0.086 0.293
H -4.535 3.997 -2.247 0.219 0.133 0.076 0.320
C -5.581 1.841 -4.170 0.071 0.789 1.399 -0.749
H -5.546 -7.117 -1.415 -0.055 -0.041 0.059 0.333
H 3.092 -1.918 -4.059 0.325 -0.027 -0.080 0.439
H 4.589 -1.172 1.266 0.087 -0.014 -0.141 -0.317
H 0.549 -1.731 6.142 0.307 -0.120 -0.492 0.352
H -1.299 -1.696 -0.678 -0.138 0.079 -0.034 0.350
H 7.053 1.107 -2.746 -0.623 0.027 -0.202 0.311
H 4.978 -0.246 4.112 -0.640 -0.127 -0.122 0.272
C 6.337 0.907 3.100 0.010 1.634 -0.962 -0.729
N -5.875 -4.833 0.104 -0.408 -0.395 -0.035 0.044
C 5.462 -0.419 -2.219 -0.415 0.590 0.906 0.672
H 4.682 -1.224 -5.396 -0.034 0.097 -0.161 0.558
H 3.996 1.070 -5.719 0.310 0.061 -0.240 0.315
H -6.397 -6.050 -2.523 0.078 0.259 0.119 0.312
C -0.167 1.516 -0.045 0.659 -1.527 1.701 -1.126
H -4.107 3.389 -4.667 -0.388 0.376 0.305 0.442
C -2.288 0.056 5.700 0.162 -0.678 0.058 -0.686
H 4.079 -3.435 -2.282 -0.112 -0.157 0.083 0.340
O -1.952 0.398 3.116 -0.168 0.028 -0.049 -0.589
C 5.110 -0.533 -4.675 0.803 0.354 0.722 -0.713
H 0.189 4.144 0.015 0.291 -0.267 0.414 -0.658
C 3.502 -1.524 -3.123 -0.126 0.269 0.073 -0.496
H 6.194 -0.550 -4.770 0.008 -0.271 -0.442 0.323
H 4.141 0.642 2.809 0.018 0.275 0.068 0.239
H 7.693 -0.561 3.892 -0.310 0.114 0.073 0.351
H -6.429 2.520 -4.063 -0.184 -0.141 -0.560 0.325
H -5.140 -4.361 -1.807 -0.217 -0.458 -0.024 0.415
O -4.760 -0.279 -2.904 -0.069 0.283 0.014 -0.621
O 1.598 0.522 1.742 -0.283 -0.282 -0.241 -0.556
H -3.888 -2.571 -1.377 -0.047 0.158 0.009 0.373
H -6.939 -3.340 1.288 0.557 0.402 -0.308 0.335
H -0.251 1.907 0.974 -0.608 0.793 -0.394 0.448
C -4.462 -2.854 -0.494 -0.518 -0.988 -0.730 -1.167
S 6.938 -1.419 1.904 -0.295 0.808 -0.611 1.044
H -2.968 0.752 6.177 0.229 0.264 0.024 0.421
N 4.855 -1.087 -3.352 0.010 -0.341 -0.238 -0.014
S -1.325 0.770 4.367 -0.072 0.620 -1.031 1.075
C -4.099 3.021 -2.443 -1.009 -0.658 -0.073 -0.358
H 0.849 0.294 5.131 -0.120 0.517 -0.374 0.290
H 1.210 7.354 -2.135 0.226 -0.374 0.049 0.386
H -1.577 -1.353 7.305 -0.617 -0.125 -0.439 0.383
C 5.034 0.088 3.070 0.414 -0.378 0.766 -0.398
C -1.275 0.494 -0.376 -0.353 0.912 0.378 -0.408
C 5.140 -1.183 2.197 1.192 0.158 1.244 -0.025
C 7.495 -0.038 2.946 0.313 -1.559 0.781 -0.806
C 1.116 7.320 -1.047 -0.226 1.136 -0.759 -0.707
H 2.317 -2.967 -2.320 0.238 -0.737 0.224 0.433
H 0.876 -1.155 -1.310 0.316 0.508 -0.034 0.140
S -5.661 0.838 -2.690 -0.353 -0.916 0.577 1.174
H -2.149 0.706 0.242 0.004 0.129 -0.033 0.220
C -6.495 -6.605 -1.592 0.215 -0.313 -0.080 -1.312
H 5.487 1.665 -4.876 0.322 -0.384 -0.694 0.321
H -2.868 -0.691 5.154 -0.147 -0.031 0.183 0.319
H 6.301 1.720 2.364 0.255 -0.521 -0.486 0.297
C 6.885 0.073 -2.433 0.611 -0.309 0.113 -1.580
H 1.179 -1.818 0.275 -0.008 0.107 0.132 0.633
C 3.347 -2.655 -2.096 -1.031 0.582 -0.460 -1.089
S 1.333 0.539 0.316 0.338 0.887 -1.426 1.265
O -0.461 5.501 -2.064 -0.464 0.207 0.107 -0.646
H 0.877 8.365 -0.841 -0.255 -0.238 0.664 0.386
H 2.828 7.494 0.327 -0.157 -0.047 0.261 0.317
H 7.400 -0.554 -3.162 0.109 -0.119 0.152 0.427
H 4.855 0.401 -1.780 -0.120 0.154 -0.644 -0.066
H 4.904 -2.008 2.865 -0.382 -0.359 -0.535 0.424
C -4.287 2.611 -3.925 1.590 -0.584 -0.392 -0.725
O 7.410 -2.665 2.447 -0.133 0.004 0.141 -0.719
H 0.546 -0.484 3.597 -0.336 -0.208 -0.131 0.107
H -3.431 1.948 -4.103 -0.319 -0.304 -0.234 0.267
H 3.301 -2.382 -1.041 0.521 0.273 -0.057 0.052
H 3.046 6.636 -1.200 0.571 -0.057 0.422 0.256
C -5.183 -4.143 2.402 0.611 0.045 -0.327 -1.163
O -1.396 6.849 -0.123 -0.073 0.041 -0.610 -0.672
C -0.280 -1.356 5.546 -0.882 0.377 0.951 -0.674
S -0.298 6.222 -0.819 1.326 -0.426 1.057 1.130
H 2.464 5.221 1.234 0.425 -0.085 -0.184 0.406
H -0.839 -2.193 5.127 0.136 -0.021 -0.215 0.320
C 4.688 0.919 -4.891 -1.101 0.870 1.024 -0.885
O -6.995 0.556 -2.205 0.266 0.255 -0.530 -0.730
C -5.554 -3.873 -0.931 1.004 1.290 -0.116 -0.789
C -0.831 -0.954 -0.035 0.262 0.508 -0.450 -0.867
H 2.814 -0.689 -2.881 0.150 -0.006 0.262 0.211
O 7.213 -1.108 0.521 0.010 -0.043 0.146 -0.558
H 8.500 0.265 2.663 -0.313 0.472 -0.618 0.485
H -7.017 -4.943 1.794 0.089 -0.036 0.024 0.454
H -4.942 -1.957 -0.113 0.387 -0.003 0.569 0.232
C 0.683 -0.999 -0.249 -0.352 -1.351 0.223 -0.630
O -0.977 2.157 4.558 -0.177 -0.281 0.347 -0.693
```
Positions in Å, forces in eV/Å.

Below is a molecular structure, C17H15GaN6O4SSe, with properties calculated with wB97M-V/def2-TZVPD.

Computed properties:
Electronic energy ... -163548.586 eV
Multiplicity ... 1
Relative energy (zero: lowest compared OMol25 entry of this formula, charge and spin) ... 1.1 kcal per mole
HOMO-LUMO gap ... 0.2889 Eh
Net charge ... +2
LUMO ... -7.20 eV

Structure (XYZ):
```
45
Properties=species:S:1:pos:R:3:forces:R:3:mulliken_charge:R:1
H -0.342 2.877 -3.416 0.029 -0.034 -0.018 0.308
C -1.450 -1.717 5.107 -0.040 -0.095 0.001 0.504
H 0.106 2.349 3.711 -0.007 0.020 -0.007 0.240
H -4.373 -0.876 -1.926 -0.008 0.004 0.002 0.399
C -0.843 1.777 -1.765 -0.071 0.117 0.124 0.060
H -3.110 -1.165 -0.700 0.006 -0.011 0.005 0.258
C 5.424 -1.035 -0.333 -0.032 0.001 0.014 -0.661
N -0.172 1.379 3.686 -0.035 -0.029 -0.018 -0.141
N -1.021 2.234 -3.023 -0.010 0.023 0.014 0.009
C 2.607 -1.582 -0.505 -0.019 0.092 0.031 -0.606
H 6.477 -0.806 -0.257 0.007 0.004 0.024 0.478
C 4.484 -0.229 0.389 0.086 0.025 0.011 0.339
C -3.687 -0.406 -1.227 0.004 0.030 -0.014 -1.202
N 4.835 0.782 1.156 -0.083 0.023 0.017 -0.650
H 1.556 -1.831 -0.558 0.000 0.002 0.020 0.581
C -2.153 2.384 -5.173 -0.048 0.049 0.036 -1.427
H 3.216 -3.187 -1.726 -0.003 0.020 -0.038 0.442
H -2.997 1.954 -5.703 0.001 0.007 -0.004 0.367
H -1.236 2.144 -5.714 -0.001 -0.010 -0.008 0.401
C -0.772 -0.498 2.832 0.046 -0.032 0.020 -0.370
O -1.862 -2.842 4.545 -0.001 0.101 0.033 -0.484
C -0.572 0.619 4.710 -0.038 -0.024 -0.015 -0.405
O -0.411 -1.013 0.558 -0.039 -0.078 0.006 -0.256
O -1.547 -2.483 1.800 0.063 -0.040 0.037 -0.710
H 5.628 -2.676 -1.645 0.000 -0.028 0.015 0.413
N 2.309 0.347 1.004 -0.042 -0.006 -0.233 -0.056
S 0.562 2.291 -0.867 -0.112 -0.014 -0.146 -0.335
C -2.768 0.543 -1.905 -0.023 -0.063 -0.035 0.820
C -2.989 0.998 -3.210 0.059 0.024 0.020 -0.876
N -1.694 0.951 -1.206 -0.001 0.032 0.020 -0.089
Se 3.409 1.519 1.848 0.064 -0.002 0.023 0.354
H -2.264 3.471 -5.162 -0.006 0.006 0.003 0.379
C 4.948 -2.051 -1.084 -0.046 0.008 0.009 -0.632
H -4.271 0.141 -0.482 -0.003 -0.002 0.007 0.301
C -0.968 -0.611 4.204 -0.020 0.051 0.022 0.312
C 3.540 -2.330 -1.148 0.076 -0.022 -0.019 -0.693
Ga 0.362 0.655 0.652 0.403 -0.098 0.170 0.168
H -1.849 -2.814 3.569 0.013 -0.035 -0.040 0.395
H -3.852 0.671 -3.770 0.004 -0.021 -0.013 0.429
C -2.085 1.857 -3.784 0.009 -0.045 -0.003 0.789
C 3.064 -0.492 0.287 -0.037 -0.153 0.006 1.366
H -0.567 0.965 5.732 -0.007 0.013 0.005 0.553
C -0.947 -1.449 1.686 -0.065 0.078 -0.104 1.294
O -1.432 -1.531 6.287 0.013 0.022 0.014 -0.512
N -0.293 0.716 2.524 -0.087 0.085 0.007 0.145
```
Positions in Å, forces in eV/Å.

Below is a single C4H4O molecule, with properties calculated with wB97M-V/def2-TZVPD.

Computed properties:
Electronic energy ... -6257.598 eV
Multiplicity ... 1
Relative energy (zero: lowest compared OMol25 entry of this formula, charge and spin) ... 41.1 kcal per mole
HOMO-LUMO gap ... 0.4062 Eh
LUMO ... 0.96 eV
SMILES ... C#CCC=O

Structure (XYZ):
```
9
Properties=species:S:1:pos:R:3:forces:R:3:nbo_charge:R:1
H -0.762 -1.492 0.249 -0.013 0.112 -0.128 0.258
C -0.231 -0.747 -0.359 0.020 0.067 0.054 -0.592
H -2.006 0.430 -1.060 -0.021 -0.083 0.011 0.114
O -0.864 1.533 0.163 -0.282 -0.395 -0.353 -0.491
H 2.335 0.984 1.549 0.185 -0.203 -0.068 0.238
C 1.747 0.326 0.953 -0.168 -0.350 -0.257 -0.201
C 1.014 -0.361 0.290 0.252 0.443 0.471 -0.018
C -1.105 0.513 -0.425 -0.051 0.243 0.121 0.445
H -0.129 -1.186 -1.359 0.078 0.166 0.148 0.247
```
Positions in Å, forces in eV/Å.

Below is a gas-phase ion, C3H3N2S (charge +1) at a distorted geometry, with properties calculated with wB97M-V/def2-TZVPD.

Computed properties:
Electronic energy ... -16963.000 eV
Multiplicity ... 1
Relative energy (zero: lowest compared OMol25 entry of this formula, charge and spin) ... 72.7 kcal per mole
HOMO-LUMO gap ... 0.3021 Eh
Net charge ... +1
LUMO ... -7.16 eV
SMILES ... C1#[N+]N=CSC1

Structure (XYZ):
```
9
Properties=species:S:1:pos:R:3:forces:R:3:nbo_charge:R:1
S -1.320 0.247 0.188 -0.775 0.160 0.323 0.418
C 0.912 -0.695 -0.493 -0.145 0.869 1.176 0.601
C -0.154 1.483 0.590 0.770 -1.890 -0.417 -0.046
H -0.381 2.308 1.213 -1.233 0.888 0.379 0.292
C -0.404 -1.318 -0.391 1.234 0.072 0.478 -0.566
H -0.559 -2.259 0.147 0.386 0.584 0.756 0.309
H -0.655 -1.559 -1.365 -1.288 -0.098 -2.139 0.280
N 1.447 0.300 -0.261 -0.067 -0.678 -0.236 -0.080
N 1.114 1.492 0.372 1.119 0.093 -0.320 -0.209
```
Positions in Å, forces in eV/Å.

Below is a single C19H24N4O3 molecule at a distorted geometry, with properties calculated with wB97M-V/def2-TZVPD.

Computed properties:
Electronic energy ... -32195.016 eV
Multiplicity ... 1
Relative energy (zero: lowest compared OMol25 entry of this formula, charge and spin) ... 73.8 kcal per mole
HOMO-LUMO gap ... 0.3170 Eh
LUMO ... 0.25 eV
SMILES ... CC#CC[C@H](NC(=O)c1ncn2ccccc12)C(=O)N[C@H](CO)CCC

Structure (XYZ):
```
50
Properties=species:S:1:pos:R:3:forces:R:3:nbo_charge:R:1
C -1.784 -1.511 3.474 0.986 0.552 -0.240 -0.040
O 1.600 1.527 -1.463 0.343 0.383 -0.226 -0.754
H 3.326 0.231 0.058 -0.022 0.065 0.039 0.207
N -1.742 0.019 1.028 -0.170 0.035 -0.965 -0.583
O -0.076 2.621 2.348 0.011 0.523 0.197 -0.627
C -4.102 -0.889 -2.158 0.312 -0.004 -0.119 0.156
C 2.208 1.870 0.870 0.101 0.067 0.213 -0.079
H -0.131 -0.314 3.974 0.030 -0.020 -0.016 0.243
H 2.510 3.197 -0.780 -0.021 0.071 -0.051 0.178
C -2.725 -2.170 3.776 -1.048 -0.685 0.339 0.013
H 6.791 1.669 -0.094 0.029 -0.027 0.002 0.208
H -5.155 -0.984 -2.359 -0.013 -0.012 -0.045 0.205
H 0.086 -1.331 2.551 -0.023 0.102 0.023 0.233
O 0.013 -0.308 -0.410 -1.072 -0.972 -0.472 -0.717
H 3.717 0.640 1.726 0.002 0.010 -0.041 0.202
H 6.189 0.720 1.266 -0.004 -0.005 -0.018 0.199
C 5.949 1.075 0.261 0.165 -0.005 -0.014 -0.597
N -3.551 -0.595 -1.019 0.297 0.098 0.316 -0.430
C 0.065 1.473 1.977 0.294 -0.259 -0.558 0.668
H 4.471 2.255 -0.749 0.014 -0.007 0.017 0.203
H -2.752 -0.013 1.069 0.064 -0.039 -0.107 0.433
H 0.221 -0.853 -2.879 0.041 0.027 0.074 0.256
C 3.487 1.071 0.744 0.071 -0.291 0.103 -0.399
C -1.204 -0.284 -0.172 -0.521 -0.028 -0.001 0.672
C -0.634 -0.702 3.084 0.293 -0.279 0.185 -0.472
C 4.666 1.887 0.261 0.141 0.153 -0.054 -0.397
C -1.902 -0.877 -2.539 -0.475 -0.008 0.105 0.120
C -3.277 -1.386 -4.450 -0.637 -0.005 0.092 0.018
C 1.760 2.485 -0.436 -0.154 0.360 -0.384 -0.072
H 5.857 0.203 -0.389 0.002 -0.003 0.010 0.202
H 4.787 2.770 0.900 -0.009 -0.022 -0.035 0.194
H -4.640 -2.364 4.634 -0.030 -0.013 0.011 0.234
H -4.316 -3.457 3.283 -0.033 -0.023 0.005 0.234
H 0.908 0.909 -1.195 -0.058 -0.120 0.032 0.490
H -2.293 -1.757 -6.244 0.032 -0.016 -0.082 0.229
H -4.284 -1.517 -4.817 -0.020 0.005 0.027 0.219
C -0.745 -1.006 -3.331 0.377 0.056 0.182 -0.186
H -3.581 -3.759 4.861 -0.015 -0.018 0.010 0.235
N 1.164 0.999 1.360 0.093 0.165 1.186 -0.622
C -0.884 -1.315 -4.631 0.014 -0.121 -0.505 -0.196
H 2.342 2.673 1.596 -0.008 0.060 0.045 0.219
N -3.142 -1.071 -3.125 -0.280 -0.028 -0.032 -0.315
C -2.195 -0.583 -1.230 0.206 0.179 0.870 -0.003
C -2.183 -1.509 -5.201 0.606 -0.094 -0.535 -0.251
H 1.093 0.087 0.935 0.033 0.177 0.040 0.431
H -1.795 1.051 2.772 -0.037 0.019 0.046 0.235
C -3.877 -2.980 4.159 0.039 0.034 -0.032 -0.680
H 0.832 3.044 -0.255 0.067 -0.051 -0.043 0.174
H -0.006 -1.415 -5.251 -0.012 -0.019 -0.093 0.226
C -1.063 0.472 2.214 0.001 0.037 0.500 -0.113
```
Positions in Å, forces in eV/Å.